Entry 1:
{"formula": "C6H8NO2P", "method": "ωB97M-V/def2-TZVPD", "elements": ["C", "H", "H", "C", "C", "C", "O", "H", "P", "H", "N", "H", "H", "C", "C", "O", "H", "H"], "coordinates": [[1.5200, -0.1743, 1.3907], [2.0202, -3.4733, -0.3529], [-0.1760, 0.5914, -2.8621], [-1.9471, 1.2268, 0.8324], [0.4420, -0.0301, -2.1385], [1.8886, -2.5290, 0.1620], [-2.1616, -0.3141, -1.4762], [1.1411, 0.7053, -1.5652], [-0.9262, -0.7421, -0.8103], [-2.6734, 0.6761, 1.3101], [-0.7445, 0.4932, 0.5803], [0.2374, 1.3801, 2.2251], [1.0401, -0.8059, -2.6697], [1.4830, -1.4685, 0.6157], [0.2934, 0.6976, 1.3971], [2.5739, 0.1935, 1.8497], [-1.7819, 2.0229, 1.6531], [-2.2290, 1.5503, -0.1412]], "atomic_forces_ev_per_a": [[0.11, -0.34, -2.13], [0.06, 0.59, 0.38], [0.67, -0.94, 0.89], [1.55, 2.79, 1.33], [0.02, 1.56, 1.46], [-1.00, 1.08, 0.23], [-2.01, 0.53, -0.40], [-0.89, -1.32, -1.05], [2.13, -0.96, -1.45], [-1.75, -1.94, 0.37], [3.45, 0.70, 2.13], [-0.23, 0.34, 0.18], [-0.56, 0.48, 0.62], [1.20, -0.80, 0.49], [-1.39, -1.89, -1.36], [-0.54, 0.06, 0.51], [0.12, -0.69, -1.76], [-0.95, 0.74, -0.43]], "orbital_gap_ev": [5.86, 5.72], "largest_force_ev_per_a": 4.1, "multiplicity": 1, "homo_energy_ev": [-7.65, -7.58], "de_lowest_kcal_mol": 112.56, "total_charge": 0}

***

Entry 2:
{"formula": "C6H10O", "method": "ωB97M-V/def2-TZVPD", "elements": ["H", "H", "H", "H", "C", "H", "H", "C", "O", "H", "H", "C", "C", "C", "C", "H", "H"], "coordinates": [[-1.5786, -2.0163, 1.0624], [0.0419, -1.3659, 1.5998], [-0.7629, -2.0445, -1.3408], [-0.0850, 1.2863, -1.2374], [0.1183, 2.1244, 0.7137], [-1.9951, 0.0710, -0.3143], [1.0103, 2.7151, 0.4749], [-0.7205, -1.3900, 0.8242], [1.3178, 0.2401, -0.1361], [-0.7553, 2.7646, 0.5497], [1.8820, -1.6945, -0.3876], [0.0729, 0.9182, -0.2058], [-0.9723, -0.1833, -0.0495], [1.1624, -0.9923, -0.8215], [-0.2853, -1.4024, -0.6075], [1.3854, -0.8753, -1.8936], [0.1639, 1.8449, 1.7695]], "atomic_forces_ev_per_a": [[0.10, 0.30, 0.01], [-0.05, 0.10, -0.17], [0.07, 0.01, 0.19], [0.12, 0.04, 0.10], [-0.04, -0.05, 0.06], [0.16, -0.13, -0.03], [-0.15, -0.12, 0.05], [-0.03, 0.02, 0.16], [0.06, 0.02, 0.03], [0.08, -0.16, 0.07], [-0.08, 0.06, -0.11], [-0.17, 0.14, -0.04], [-0.05, 0.09, -0.07], [0.03, -0.22, -0.11], [0.05, -0.09, -0.15], [-0.08, 0.02, 0.13], [-0.02, -0.05, -0.12]], "orbital_gap_ev": 10.80, "largest_force_ev_per_a": 0.3, "multiplicity": 1, "homo_energy_ev": -9.66, "de_lowest_kcal_mol": 15.47, "total_charge": 0}

***

Entry 3:
{"formula": "C4H9IN2O", "method": "ωB97M-V/def2-TZVPD", "elements": ["H", "C", "H", "H", "H", "H", "O", "C", "H", "N", "H", "N", "C", "I", "H", "C", "H"], "coordinates": [[-0.7327, 1.9713, -0.9678], [0.2813, 0.4029, 0.0786], [-0.7150, 0.4139, -1.8304], [2.4591, -1.1447, 0.4073], [-2.4064, 0.4789, -0.1466], [0.7405, 1.4076, -1.7667], [1.3942, 0.9287, 0.6854], [-0.1361, 1.0877, -1.2042], [1.8297, -2.7581, -0.2482], [-2.1488, -0.0948, 0.6496], [2.0322, 1.2046, 0.0158], [0.5098, -1.2595, -0.2973], [-0.8455, 0.2834, 1.1231], [-2.4062, -2.0399, 0.0439], [-0.5295, -0.4298, 1.8877], [1.6359, -1.7148, -0.0347], [-0.9623, 1.2626, 1.6046]], "atomic_forces_ev_per_a": [[0.04, 0.07, -0.06], [-0.18, -3.55, -0.33], [-0.04, -0.03, 0.00], [0.00, 0.12, 0.05], [-0.10, -0.09, 0.03], [0.04, -0.02, -0.09], [0.23, 0.34, 0.14], [0.13, -0.08, 0.21], [0.06, -0.30, -0.01], [-0.37, -0.07, -0.28], [-0.07, -0.02, 0.06], [-0.79, 3.36, -0.15], [0.67, 0.19, 0.11], [-0.49, -0.02, 0.10], [0.04, 0.14, 0.01], [0.78, -0.03, 0.24], [0.06, 0.00, -0.03]], "orbital_gap_ev": 8.53, "largest_force_ev_per_a": 3.6, "multiplicity": 1, "homo_energy_ev": -8.21, "de_lowest_kcal_mol": 4.07, "total_charge": 0}

***

The calculation returns the following calculated total energy values, one per record and in order: -779.858852 -309.817725 -640.181463 a.u..